Computed, not measured: C2H4N2O in the gas phase, with ωB97M-V/def2-TZVPD.

XYZ file:
```
9
Properties=species:S:1:pos:R:3
C 0.578 -0.451 0.264
N -0.512 -1.037 0.825
C 0.333 0.991 -0.244
N -0.673 0.788 -0.983
O 1.718 -0.844 0.414
H -0.376 -1.851 1.399
H -1.407 -0.690 0.521
H -0.844 1.445 -1.744
H 1.182 1.649 -0.452
```

Molar mass   72.07 g/mol
Kohn-Sham gap   10.1839 eV
Spin multiplicity   1
Largest force on an atom   0.0844 hartree/bohr
Energy above the lowest of the compared OMol25 structures with the same formula, charge and spin   1.007 eV
E_LUMO   0.60 eV